Entry from the Open Molecules 2025 dataset: a 2-piece molecular cluster, C4H13NO2 overall in a non-equilibrium geometry (ωB97M-V/def2-TZVPD).

The geometry in XYZ format:
```
20
C4H13NO2, DFT ωB97M-V/def2-TZVPD
C 0.92335 -0.39161 2.79246
C 0.14028 0.57459 1.93940
O -0.43949 1.53349 2.90897
C -0.87215 0.12477 0.91509
C -0.73757 0.39346 -0.58622
N 0.09991 -0.47913 -1.43769
H 0.24947 -1.14260 3.17701
H 1.46940 0.07841 3.62788
H 1.81630 -0.92788 2.40877
H 0.71069 1.38376 1.41646
H 0.04998 2.34353 3.05197
H -0.92245 -0.95509 1.07027
H -1.90124 0.51079 1.23231
H -1.76325 0.35704 -0.91451
H -0.43955 1.43337 -0.74542
H 0.00226 -1.44750 -1.08806
H 1.04774 -0.22276 -1.18416
O 0.40496 -1.35440 -5.99828
H -0.44049 -0.94455 -5.77734
H 0.60185 -0.86771 -6.80890
```

The frontier orbital gap comes out at 10.5 eV. As for the total energy: -365.3816 a.u. The value obtained for the energy relative to the best compared isomer or geometry (same formula, charge and spin) is 159.8 kJ/mol. The charge is 0.



Entry from the Open Molecules 2025 dataset: C11H12FeNO6 as an isolated structure in a non-equilibrium geometry (ωB97M-V/def2-TZVPD).

The geometry in XYZ format:
```
31
C11H12FeNO6, DFT ωB97M-V/def2-TZVPD
O -2.49987 -4.03064 -0.03548
C -1.72072 -4.86620 0.05956
Fe 1.79807 -1.71768 -1.61701
C 3.68399 -0.54309 -0.56476
O 4.17024 0.50445 -0.91999
C 4.30291 -2.85529 1.04730
O 4.05042 -4.01558 0.83370
C 2.30158 -1.79322 -3.32108
O 2.74242 -1.59354 -4.38104
C 3.79231 -1.51593 0.78294
O 3.71721 -0.77362 1.79317
H 0.90148 -2.45749 -2.59855
O 0.64440 -0.25616 -0.98560
C -0.05992 0.56680 -0.33118
C -0.95068 1.56656 -1.03630
C -2.42065 1.35413 -0.72697
C -2.82488 2.04580 0.57012
C -2.22967 1.37408 1.80297
C -0.70764 1.44519 1.90171
N -0.00328 0.53886 1.00422
H -0.61943 2.55784 -0.70955
H -0.75783 1.47053 -2.10909
H -3.01410 1.74834 -1.55352
H -2.66132 0.28697 -0.65996
H -2.51278 3.09799 0.53079
H -3.91822 2.03561 0.65465
H -2.62969 1.87036 2.69594
H -2.55074 0.32663 1.85250
H -0.38142 2.47671 1.71951
H -0.40244 1.17356 2.91135
H 0.76024 -0.02197 1.38963
```

The frontier orbital gap (alpha / beta) comes out at 7.6 / 7.3 eV. As for the total energy: -2195.7992 a.u. The value obtained for the energy relative to the best compared isomer or geometry (same formula, charge and spin) is 178.3 kJ/mol. The charge is +1. The spin multiplicity is 5.



Entry from the Open Molecules 2025 dataset: one molecule with the formula C5H8BrN3O in a non-equilibrium geometry (ωB97M-V/def2-TZVPD).

The geometry in XYZ format:
```
18
C5H8BrN3O, DFT ωB97M-V/def2-TZVPD
C 1.11965 -2.39276 2.63391
C 1.89630 -0.07955 1.85834
C -1.81339 0.49456 -0.54690
C -0.24622 0.16416 -2.31787
C -0.33278 0.59693 -0.84667
N 1.54462 -1.34217 2.10678
N 1.30300 0.39887 0.67480
N 0.29506 -0.16571 0.13980
O 2.77601 0.63305 2.31440
Br -0.43915 -2.65950 3.66218
H -2.53303 0.90332 -1.40126
H -2.18000 -0.49727 -0.27708
H -2.14804 0.90438 0.36498
H -0.96074 0.63280 -2.97544
H -0.33782 -1.02806 -2.35953
H 0.68950 0.44268 -2.63640
H -0.16065 1.71300 -0.82088
H 1.52767 1.28126 0.42685
```

The frontier orbital gap (alpha / beta) comes out at 8.8 / 6.1 eV. As for the total energy: -3008.6588 a.u. The charge is 0.



Entry from the Open Molecules 2025 dataset: a 2-piece molecular cluster, C5H9Br2Cl overall in a non-equilibrium geometry (ωB97M-V/def2-TZVPD).

The geometry in XYZ format:
```
17
C5H9Br2Cl, DFT ωB97M-V/def2-TZVPD
C 1.29267 0.13892 -1.21899
C 1.23968 -0.96703 1.12550
C -2.32134 1.62078 -0.19054
C -1.90607 0.19401 -0.32838
C 0.94502 0.20032 0.16804
Cl -3.96302 2.14051 -0.80887
Br -2.68749 -0.90452 0.92334
Br 0.95950 1.80879 0.93688
H 0.54685 0.70673 -1.91309
H 2.20372 0.64526 -1.39225
H 1.36307 -0.93172 -1.54847
H 0.91525 -0.74968 2.09614
H 2.26146 -0.89083 1.10261
H 0.73873 -1.91256 0.80279
H -2.41136 2.07719 0.87673
H -1.63640 2.28312 -0.81190
H -2.33776 -0.08756 -1.26890
```

The frontier orbital gap (alpha / beta) comes out at 8.9 / 6.5 eV. As for the total energy: -5803.9755 a.u. The value obtained for the energy relative to the best compared isomer or geometry (same formula, charge and spin) is 337.7 kJ/mol. The charge is 0.



Entry from the Open Molecules 2025 dataset: one molecule with the formula C5H13N (ωB97M-V/def2-TZVPD).

The geometry in XYZ format:
```
19
C5H13N, DFT ωB97M-V/def2-TZVPD
C -1.86655 -0.54884 -1.33232
C -0.80899 0.38742 -0.76971
C 0.23017 -0.35836 0.06369
C 1.18195 -1.12393 -0.85278
N 0.99512 0.57538 0.86845
C 0.27478 1.13180 1.99988
H -1.44826 -1.42785 -1.82348
H -2.54936 -0.05012 -2.01674
H -2.46954 -0.95526 -0.51257
H -0.26303 0.92445 -1.55427
H -1.35106 1.08546 -0.12792
H -0.30486 -1.10710 0.66618
H 1.80860 -0.41223 -1.39461
H 1.83092 -1.83728 -0.33019
H 0.64595 -1.69636 -1.60507
H 1.83873 0.12553 1.20176
H -0.28852 0.38239 2.55775
H -0.39009 1.91542 1.66123
H 0.98190 1.55709 2.71214
```

The frontier orbital gap comes out at 10.0 eV. As for the total energy: -253.0487 a.u. The value obtained for the energy relative to the best compared isomer or geometry (same formula, charge and spin) is 37.8 kJ/mol. The charge is 0.



Entry from the Open Molecules 2025 dataset: C29H15F10N4PS3Y as an isolated structure in a non-equilibrium geometry (ωB97M-V/def2-TZVPD).

The geometry in XYZ format:
```
63
C29H15F10N4PS3Y, DFT ωB97M-V/def2-TZVPD
Y -1.41272 -1.30158 0.00419
N 0.40218 1.64439 1.54109
P 1.03439 0.23412 0.80270
C 2.57877 -0.00235 1.71927
C 3.65434 0.88059 1.61479
C 4.78960 0.67857 2.38484
C 4.85975 -0.41202 3.24966
C 3.79721 -1.29791 3.34800
C 2.65439 -1.09223 2.58336
C 1.58752 0.88231 -0.83179
C 2.47208 0.12964 -1.60726
C 2.87777 0.58955 -2.84942
C 2.40107 1.80319 -3.33819
C 1.50995 2.54762 -2.58181
C 1.10229 2.08781 -1.33146
C -0.94711 1.84035 1.82290
C -1.34792 2.92594 2.61237
C -2.68706 3.07505 2.88151
C -3.59791 2.15189 2.37226
C -3.10927 1.12710 1.60068
N -1.80571 0.97418 1.31685
H 1.04259 2.25984 2.01884
H 3.61421 1.70872 0.91470
H 5.62510 1.36342 2.30184
H 5.75132 -0.57199 3.84350
H 3.85042 -2.14864 4.01580
H 1.81515 -1.77556 2.66100
H 2.83290 -0.82743 -1.24938
H 3.55305 -0.00879 -3.44857
H 2.71044 2.15414 -4.31615
H 1.11416 3.48062 -2.96508
H 0.38808 2.66313 -0.75548
H -0.61058 3.61739 3.00230
H -3.02531 3.90297 3.49354
H -4.65793 2.22337 2.56689
H -3.77332 0.37314 1.18933
S -3.68602 -2.57345 0.39046
C -3.65771 -3.03179 2.08898
C -4.80045 -3.82536 2.53731
N -5.70899 -4.45299 2.86173
C -2.70979 -2.69930 2.98453
S -1.27725 -1.74996 2.65864
C -2.86413 -3.13645 4.37139
N -2.95577 -3.45754 5.47267
F 1.12375 -2.65094 -1.54240
C -0.08219 -3.02349 -0.91778
F -0.79592 -3.71470 -1.88718
C 0.36971 -4.08703 0.07829
F 1.02558 -5.12923 -0.47285
F -0.67174 -4.59357 0.74385
F 1.22083 -3.52640 0.96912
F 0.16048 1.59217 -6.55736
C -0.54769 1.37041 -5.43983
C -0.26221 0.29150 -4.62977
F 0.72636 -0.54768 -4.95789
C -0.99932 0.11174 -3.47676
F -0.66899 -0.93155 -2.68209
C -2.04036 0.92668 -3.07588
S -2.94099 0.59502 -1.60777
C -2.29693 1.99771 -3.92124
F -3.28055 2.86400 -3.63704
C -1.56884 2.22504 -5.07735
F -1.85472 3.27659 -5.86140
```

The frontier orbital gap comes out at 7.0 eV. As for the total energy: -3906.2657 a.u. The charge is -1.



Which formula does entry 5 have?
C5H13N